# 1
{"formula": "C28H40NOSi", "method": "ωB97M-V with the def2-TZVPD basis set", "charge": 1, "e_lumo_ev": -5.087, "fmax_ev_per_a": 1.5, "de_lowest_ev": 0.213, "homo_energy_ev": -10.6, "total_energy_ev": -41093.93234, "symbols": ["C", "O", "C", "C", "C", "C", "C", "C", "C", "C", "C", "C", "C", "C", "C", "C", "H", "H", "H", "H", "H", "H", "H", "H", "H", "H", "H", "H", "H", "H", "H", "C", "C", "C", "Si", "C", "C", "C", "C", "C", "C", "N", "C", "C", "C", "C", "H", "H", "H", "H", "H", "H", "H", "H", "H", "H", "H", "H", "H", "H", "H", "H", "H", "H", "H", "H", "H", "H", "H", "H", "H"], "positions_angstrom": [[6.34, -1.29, -3.17], [5.96, 0.09, -3.35], [4.67, 0.45, -3.12], [4.34, 1.82, -3.33], [3.08, 2.27, -3.07], [2.05, 1.38, -2.63], [0.76, 1.90, -2.34], [-0.46, 1.18, -2.53], [-1.67, 1.76, -2.07], [-2.89, 1.11, -2.25], [-2.95, -0.17, -2.82], [-4.27, -0.84, -3.02], [-1.76, -0.76, -3.26], [-0.55, -0.10, -3.15], [2.39, 0.02, -2.42], [3.67, -0.45, -2.66], [7.42, -1.30, -3.36], [6.13, -1.64, -2.15], [5.83, -1.93, -3.90], [5.12, 2.48, -3.70], [2.82, 3.32, -3.23], [0.68, 2.97, -2.18], [-1.63, 2.72, -1.56], [-3.82, 1.61, -1.96], [-4.15, -1.93, -3.05], [-4.98, -0.59, -2.23], [-4.72, -0.52, -3.97], [-1.80, -1.73, -3.77], [0.35, -0.55, -3.59], [1.63, -0.66, -2.05], [3.90, -1.51, -2.52], [-0.36, -3.19, 2.86], [-0.80, -2.21, 1.76], [0.01, -2.41, 0.48], [-0.98, -0.40, 2.35], [-2.73, 0.26, 1.92], [-3.64, -0.84, 1.34], [-2.85, 1.49, 1.03], [-0.60, -0.32, 4.21], [-1.81, 0.11, 5.04], [0.63, 0.53, 4.55], [0.29, 0.68, 1.60], [0.14, 2.05, 1.39], [1.17, 2.51, 0.59], [2.13, 1.47, 0.53], [1.56, 0.35, 1.11], [-0.38, -4.22, 2.47], [0.67, -2.99, 3.21], [-1.03, -3.16, 3.72], [-1.84, -2.48, 1.52], [-0.27, -3.38, 0.03], [-0.21, -1.64, -0.28], [1.09, -2.43, 0.67], [-3.13, 0.54, 2.91], [-4.67, -0.46, 1.27], [-3.33, -1.11, 0.32], [-3.65, -1.74, 1.96], [-3.89, 1.62, 0.70], [-2.54, 2.42, 1.51], [-2.26, 1.35, 0.12], [-0.36, -1.36, 4.49], [-1.60, -0.04, 6.11], [-2.04, 1.18, 4.89], [-2.71, -0.48, 4.79], [0.85, 0.44, 5.62], [1.53, 0.18, 4.01], [0.47, 1.59, 4.32], [-0.66, 2.61, 1.86], [1.21, 3.48, 0.11], [3.12, 1.53, 0.08], [1.99, -0.64, 1.26]]}

---

# 2
{"formula": "C28H41AlBrF15N4O18PS", "method": "ωB97M-V with the def2-TZVPD basis set", "charge": 1, "e_lumo_ev": -6.991, "fmax_ev_per_a": 5.4, "de_lowest_ev": 0.000, "homo_energy_ev": -9.8, "total_energy_ev": -210015.64604, "symbols": ["C", "C", "C", "N", "C", "C", "C", "C", "O", "C", "C", "O", "P", "O", "Br", "H", "H", "H", "H", "H", "H", "H", "H", "H", "H", "H", "H", "H", "H", "H", "H", "N", "O", "O", "O", "O", "H", "N", "H", "H", "H", "H", "F", "Al", "C", "O", "C", "O", "O", "C", "H", "H", "H", "H", "H", "H", "C", "C", "C", "C", "C", "C", "N", "O", "O", "H", "H", "H", "H", "H", "C", "F", "F", "F", "S", "O", "O", "O", "C", "C", "O", "C", "O", "C", "F", "F", "F", "H", "H", "H", "H", "H", "C", "C", "C", "F", "F", "F", "F", "O", "C", "C", "F", "F", "F", "F", "H", "H", "H", "H"], "positions_angstrom": [[3.17, 1.28, 3.03], [1.79, 1.46, 3.00], [1.18, 2.50, 2.16], [-0.35, 2.51, 2.15], [-0.78, 3.17, 3.45], [-2.18, 2.84, 3.88], [-3.25, 3.66, 3.76], [-0.85, 1.12, 1.95], [-2.06, 1.26, 1.22], [-2.91, 0.17, 1.09], [-2.53, -1.26, 1.42], [-4.05, 0.39, 0.60], [-0.79, 3.53, 0.59], [-2.26, 4.14, 0.77], [0.50, 5.30, 0.55], [3.84, 1.83, 3.71], [3.64, 0.53, 2.33], [1.21, 0.78, 3.62], [1.46, 3.46, 2.63], [1.61, 2.53, 1.15], [-0.09, 2.99, 4.26], [-0.75, 4.25, 3.27], [-2.33, 1.88, 4.37], [-4.22, 3.25, 3.96], [-3.15, 4.69, 3.43], [-0.13, 0.57, 1.35], [-0.95, 0.61, 2.91], [-3.47, -1.78, 1.57], [-1.95, -1.40, 2.35], [-2.02, -1.78, 0.60], [-2.87, 3.54, 0.29], [2.41, -0.49, -0.10], [2.49, -0.87, -1.23], [3.41, -0.39, 0.62], [1.25, -0.19, 0.40], [3.86, 3.02, 0.90], [3.88, 3.83, 1.44], [-0.24, -1.87, -1.77], [0.32, -2.66, -2.06], [0.36, -1.19, -1.28], [-0.65, -1.42, -2.59], [-1.01, -2.22, -1.14], [-2.08, -3.66, -0.61], [-2.46, -3.08, 3.48], [-2.03, -7.65, 7.57], [-1.46, -8.64, 6.71], [-1.51, -8.35, 5.41], [-1.98, -7.34, 4.92], [-0.96, -9.36, 4.74], [-0.93, -9.19, 3.32], [-1.92, -8.02, 8.59], [-1.49, -6.71, 7.48], [-3.09, -7.51, 7.35], [-0.35, -8.32, 3.04], [-1.94, -9.11, 2.93], [-0.46, -10.08, 2.91], [5.81, 3.59, 8.68], [5.86, 4.83, 8.07], [5.87, 4.93, 6.68], [5.83, 3.77, 5.93], [5.79, 2.52, 6.52], [5.78, 2.43, 7.91], [5.82, 3.87, 4.46], [5.88, 4.98, 3.97], [5.75, 2.83, 3.81], [5.79, 3.52, 9.76], [5.88, 5.73, 8.67], [5.91, 5.90, 6.21], [5.76, 1.62, 5.93], [5.75, 1.46, 8.39], [3.28, 2.53, -4.44], [3.60, 3.57, -5.22], [1.94, 2.35, -4.55], [3.87, 1.45, -4.97], [3.79, 2.81, -2.69], [3.06, 3.99, -2.29], [5.22, 2.98, -2.76], [3.36, 1.59, -2.02], [-3.34, -3.49, -3.32], [-2.02, -3.62, -4.04], [-2.05, -4.71, -4.99], [-2.60, -4.43, -6.17], [-3.08, -3.37, -6.50], [-2.52, -5.66, -7.09], [-2.86, -6.78, -6.43], [-1.26, -5.81, -7.54], [-3.33, -5.54, -8.14], [-3.61, -4.43, -2.84], [-3.28, -2.72, -2.55], [-4.15, -3.23, -4.01], [-1.24, -3.87, -3.33], [-1.74, -2.69, -4.55], [-2.19, 1.16, -6.24], [-0.81, 1.81, -6.42], [-0.66, 3.27, -5.96], [-1.47, 4.09, -6.66], [0.60, 3.70, -6.16], [-0.41, 1.67, -7.70], [0.05, 1.05, -5.66], [-3.05, 1.10, -7.36], [-3.88, 2.14, -7.68], [-3.53, 2.75, -9.04], [-2.27, 3.21, -9.06], [-4.36, 3.79, -9.29], [-3.90, 3.07, -6.70], [-5.13, 1.64, -7.76], [-1.98, 0.11, -6.03], [-2.71, 1.54, -5.36], [-0.88, 3.37, -4.89], [-3.65, 2.00, -9.83]]}

---

# 3
{"formula": "C28H41AlF25INO4", "method": "ωB97M-V with the def2-TZVPD basis set", "charge": -1, "e_lumo_ev": 2.002, "fmax_ev_per_a": 2.6, "homo_energy_ev": -5.1, "total_energy_ev": -122020.30026, "symbols": ["C", "O", "C", "C", "C", "C", "C", "C", "C", "C", "C", "C", "Al", "N", "I", "C", "C", "F", "H", "H", "H", "H", "H", "H", "H", "H", "H", "H", "H", "H", "H", "H", "H", "H", "H", "H", "H", "H", "H", "H", "H", "H", "H", "H", "H", "H", "H", "C", "C", "C", "F", "F", "F", "F", "O", "C", "C", "F", "F", "F", "F", "H", "H", "H", "H", "C", "C", "C", "F", "F", "F", "F", "O", "C", "C", "F", "F", "F", "F", "H", "H", "H", "H", "C", "C", "C", "F", "F", "F", "F", "O", "C", "C", "F", "F", "F", "F", "H", "H", "H", "H"], "positions_angstrom": [[1.22, -0.28, 2.42], [1.89, -1.24, 1.64], [3.07, -0.75, 1.02], [3.50, -1.74, -0.08], [3.06, -1.30, -1.49], [3.99, -1.80, -2.60], [3.31, -1.73, -3.97], [2.63, -0.39, -4.22], [3.56, 0.81, -4.17], [2.82, 2.13, -4.42], [1.86, 2.56, -3.29], [0.36, 2.20, -3.48], [-0.45, 0.96, -2.12], [0.71, 0.63, -0.69], [-1.10, -1.36, -3.22], [-2.25, 1.62, -1.43], [-3.42, 1.47, -2.40], [-2.22, 3.00, -1.03], [0.15, -0.51, 2.40], [1.37, 0.73, 2.03], [1.57, -0.30, 3.47], [3.86, -0.64, 1.78], [2.87, 0.24, 0.58], [4.59, -1.86, -0.05], [3.03, -2.70, 0.15], [2.05, -1.68, -1.69], [2.98, -0.21, -1.52], [4.92, -1.22, -2.59], [4.27, -2.85, -2.38], [4.04, -1.93, -4.77], [2.56, -2.54, -4.03], [2.15, -0.42, -5.22], [1.81, -0.25, -3.51], [4.34, 0.68, -4.93], [4.05, 0.87, -3.19], [2.28, 2.06, -5.37], [3.58, 2.92, -4.56], [2.24, 2.15, -2.34], [1.95, 3.65, -3.20], [0.19, 1.84, -4.50], [-0.23, 3.12, -3.40], [0.44, 1.22, 0.10], [0.62, -0.33, -0.35], [-2.49, 1.06, -0.51], [-4.32, 2.00, -2.02], [-3.68, 0.41, -2.49], [-3.19, 1.86, -3.40], [7.21, -4.21, 4.14], [6.73, -3.07, 5.05], [5.70, -2.09, 4.48], [6.23, -1.41, 3.45], [5.37, -1.20, 5.44], [7.77, -2.40, 5.57], [6.07, -3.69, 6.08], [8.47, -4.03, 3.51], [8.61, -3.50, 2.26], [9.52, -2.26, 2.27], [8.99, -1.30, 3.04], [9.62, -1.79, 1.01], [7.43, -3.24, 1.67], [9.25, -4.42, 1.50], [7.37, -5.05, 4.82], [6.44, -4.49, 3.43], [4.80, -2.61, 4.15], [10.51, -2.53, 2.64], [-7.87, 3.15, 0.79], [-8.14, 4.46, 1.54], [-8.80, 5.62, 0.78], [-8.00, 6.08, -0.20], [-9.02, 6.63, 1.64], [-7.04, 4.90, 2.16], [-9.07, 4.13, 2.49], [-6.55, 2.93, 0.33], [-6.14, 3.29, -0.93], [-4.90, 4.21, -0.90], [-5.20, 5.33, -0.22], [-4.60, 4.54, -2.17], [-7.13, 3.84, -1.65], [-5.76, 2.16, -1.57], [-8.02, 2.38, 1.54], [-8.60, 2.99, 0.00], [-9.75, 5.31, 0.35], [-4.05, 3.70, -0.43], [-4.27, -2.75, 0.02], [-2.96, -2.80, 0.81], [-2.98, -3.34, 2.25], [-3.71, -2.55, 3.06], [-1.72, -3.37, 2.72], [-2.36, -1.60, 0.80], [-2.17, -3.69, 0.14], [-4.93, -1.49, -0.05], [-5.89, -1.07, 0.82], [-5.44, 0.20, 1.54], [-4.31, -0.03, 2.24], [-6.41, 0.58, 2.41], [-6.28, -2.02, 1.69], [-6.99, -0.73, 0.10], [-3.97, -2.94, -1.01], [-4.95, -3.55, 0.33], [-3.39, -4.35, 2.27], [-5.27, 1.00, 0.81]]}